Density functional theory data (ωB97M-V/def2-TZVPD) for 7 unconnected molecules or ions with the total composition C27H51BFO9 at a distorted geometry.

Atoms and positions in Å:
O (4.815, -3.228, -6.142)
H (-7.105, 3.333, 6.773)
B (-0.563, 2.585, 1.504)
H (2.961, 1.657, -0.942)
H (-4.305, -4.503, -2.891)
H (-1.834, 0.865, 2.079)
O (7.379, -1.876, -1.322)
C (7.563, -0.716, -1.030)
H (-2.725, -0.044, -0.116)
H (-6.913, 2.158, 5.456)
H (-5.630, 2.925, 8.966)
C (3.524, -4.967, -5.164)
H (1.711, -0.356, 0.005)
C (1.878, 1.540, -1.046)
C (-3.898, -2.781, -0.673)
H (5.041, -2.092, -3.917)
O (-5.844, 0.532, 7.034)
C (2.817, 0.995, -5.011)
O (-3.739, -0.814, 2.056)
O (0.209, 1.591, 0.685)
H (5.737, -0.060, -1.947)
H (2.504, -4.783, -4.826)
H (-4.033, 1.757, 1.109)
H (2.918, 2.030, -5.342)
H (5.556, 1.593, -5.478)
H (-5.019, -2.849, 3.993)
C (4.082, 0.547, -4.324)
C (-4.973, 2.312, 8.347)
H (-3.117, 2.989, 0.284)
H (-4.407, -1.887, -1.038)
H (1.458, 2.693, 4.843)
C (-4.362, -1.027, 3.069)
H (0.572, -0.127, -1.359)
H (3.501, -5.358, -6.179)
C (4.453, -2.996, -3.802)
C (-2.017, 1.906, 1.816)
H (-3.674, -2.646, 0.381)
H (-5.820, -5.202, -2.282)
H (3.467, -2.729, -3.418)
O (-5.147, -4.668, 0.068)
H (1.983, 0.924, -4.315)
H (8.509, 0.176, 0.676)
H (1.652, 1.919, -2.048)
H (-5.745, -3.480, -2.710)
H (3.987, -5.705, -4.506)
C (4.317, -3.681, -5.135)
C (-3.048, 1.971, 0.675)
H (-6.332, -1.807, 3.406)
C (5.353, 0.575, -5.140)
C (-4.778, -3.987, -0.862)
H (2.258, -0.498, -1.662)
C (0.242, 2.699, 2.931)
H (-5.148, 0.323, 4.538)
C (-4.196, -0.138, 4.275)
O (4.073, 0.177, -3.174)
C (1.182, 2.366, 0.056)
H (-5.629, 3.337, 5.783)
C (-6.391, 2.703, 6.238)
O (1.069, 4.741, -0.676)
H (1.956, 2.793, 0.711)
H (-5.355, -2.745, 2.255)
H (-3.841, -0.721, 5.126)
H (-2.461, 2.423, 2.675)
H (-4.560, 1.507, 8.951)
H (-3.825, 0.978, -1.023)
C (0.860, 2.785, 3.963)
H (4.954, -3.651, -3.087)
H (5.252, -0.079, -6.008)
H (6.215, 0.864, -0.508)
H (-0.275, 3.320, -1.310)
H (-4.157, 2.931, 7.972)
H (0.883, 5.013, -1.576)
C (-5.190, -4.315, -2.281)
H (-3.469, 0.638, 4.042)
C (-2.887, 0.979, -0.450)
H (6.187, 0.227, -4.534)
C (-5.748, 1.725, 7.192)
C (1.585, 0.044, -0.996)
H (7.082, 1.104, -2.043)
F (-1.886, 1.332, -1.365)
C (-5.331, -2.183, 3.187)
C (8.798, -0.291, -0.266)
H (9.416, -1.162, -0.058)
C (0.334, 3.545, -0.425)
C (6.585, 0.367, -1.407)
O (-0.532, 3.780, 0.650)
H (2.620, 0.361, -5.877)
H (9.373, 0.424, -0.855)
H (-2.963, -2.910, -1.223)

total charge	-1
HOMO level	-4.8	eV
frontier orbital gap	7.1190	eV

Density functional theory data (ωB97M-V/def2-TZVPD) for C2H3N3O in the gas phase at a distorted geometry.

Atoms and positions in Å:
H (1.159, -1.402, -0.114)
H (1.443, 0.063, -1.062)
C (-0.400, 0.048, 0.021)
C (1.053, -0.311, -0.110)
N (-1.050, 0.633, -0.966)
O (-0.871, -0.175, 2.190)
N (-1.682, 1.190, -1.716)
N (-1.331, -0.136, 1.065)
H (1.679, 0.090, 0.693)

total charge	0
HOMO level (spin up / spin down)	-9.0 / -9.0	eV
frontier orbital gap (spin up / spin down)	8.7324 / 8.7335	eV

Density functional theory data (ωB97M-V/def2-TZVPD) for 15 unconnected molecules or ions with the total composition C4H28BO22 at a distorted geometry.

Atoms and positions in Å:
H (0.792, -3.572, 6.083)
H (4.783, 0.445, -1.611)
O (0.805, -0.332, -0.782)
B (-0.023, 0.258, 0.267)
H (3.019, 2.745, 0.207)
O (1.160, 0.043, -2.991)
H (0.156, 3.272, -3.611)
H (-2.917, 0.412, -3.638)
O (0.704, 4.053, -3.531)
H (2.385, -2.767, 1.202)
O (-1.147, 1.706, -5.524)
C (0.575, 0.196, -1.914)
C (-0.551, -0.540, 2.331)
O (-0.929, 1.161, -0.491)
H (-2.477, 5.231, -2.115)
H (1.306, 4.001, -4.274)
H (-3.752, -0.760, -4.107)
H (1.736, -2.141, -3.268)
H (-2.092, -2.775, -0.641)
H (-1.859, 2.090, -5.012)
O (-2.860, -0.518, -3.858)
O (1.189, -3.413, 5.227)
O (-0.660, -3.853, 2.775)
C (0.420, 0.640, 2.528)
O (-3.043, -2.863, -0.582)
H (1.325, -2.180, 0.294)
O (-0.763, -0.690, 1.046)
H (-3.182, -3.739, -0.223)
O (-1.108, -1.183, 3.217)
O (0.805, 0.939, 3.656)
H (-3.349, -1.220, -0.227)
H (0.449, -3.228, 4.648)
C (-0.565, 1.223, -1.755)
O (-1.080, 1.908, -2.635)
O (1.484, -2.999, -2.928)
H (2.250, 2.543, 3.417)
O (0.767, 0.987, 1.287)
H (-0.721, -0.539, 5.882)
H (-2.340, 4.095, -3.106)
H (3.527, 1.319, 0.235)
O (-3.508, -0.299, -0.019)
H (2.126, 3.383, 4.670)
O (2.275, 3.449, 3.727)
O (-0.400, -0.937, 6.692)
H (-0.181, -3.725, 1.956)
H (0.547, -2.920, -2.748)
H (-1.023, -1.641, 6.875)
H (-2.687, 0.141, -0.240)
O (1.437, -2.699, 1.091)
H (-0.753, 1.059, -4.939)
O (4.023, 0.063, -1.173)
H (-1.105, -3.019, 2.924)
O (-2.075, 5.002, -2.953)
O (3.746, 2.207, 0.520)
H (3.363, -0.016, -1.861)

total charge	-1
HOMO level	-8.3	eV
frontier orbital gap	9.9991	eV

Density functional theory data (ωB97M-V/def2-TZVPD) for a molecular structure, C8H6I2O3 at a distorted geometry.

Atoms and positions in Å:
I (-3.889, -2.959, 2.039)
C (-3.077, -1.383, 0.701)
H (-2.008, 0.389, -0.568)
O (-0.991, 0.056, 2.342)
C (1.286, 0.315, 0.187)
O (2.398, 1.168, 0.322)
H (-0.096, 2.011, -0.152)
H (2.331, -1.515, 0.548)
H (0.168, -3.039, -0.172)
H (-2.217, 1.305, 1.351)
O (-2.126, -2.019, 0.002)
I (-4.650, -0.425, -0.399)
C (0.244, -1.931, 0.016)
C (-0.980, -1.357, -0.121)
C (1.373, -1.097, 0.238)
C (-1.527, 0.509, 1.371)
H (3.107, 0.767, 0.772)
C (0.028, 0.953, -0.021)
C (-1.133, 0.064, -0.030)

total charge	0
HOMO level (spin up / spin down)	-8.5 / -7.2	eV
frontier orbital gap (spin up / spin down)	7.5137 / 5.3746	eV

Density functional theory data (ωB97M-V/def2-TZVPD) for C6H8 in the gas phase at a distorted geometry.

Atoms and positions in Å:
H (0.832, -2.366, 0.944)
H (0.300, -0.332, -2.696)
H (1.070, -1.895, 2.660)
C (-0.127, 0.497, -1.069)
C (-0.389, 0.515, -2.526)
H (-1.428, 0.157, -2.662)
C (0.067, 0.854, 1.256)
C (-0.200, 1.412, -0.073)
C (0.455, -1.739, 1.758)
H (-0.349, 2.544, -0.248)
H (-0.540, -2.150, 1.980)
H (-0.038, 1.371, 2.271)
C (0.451, -0.391, 1.130)
H (-0.106, 1.523, -2.727)

total charge	0
HOMO level (spin up / spin down)	-7.9 / -8.0	eV
frontier orbital gap (spin up / spin down)	8.3948 / 8.7470	eV

Density functional theory data (ωB97M-V/def2-TZVPD) for 11 unconnected molecules or ions with the total composition C17H56N10O11 at a distorted geometry.

Atoms and positions in Å:
H (-1.902, -2.306, 3.658)
C (-1.003, -0.830, 4.889)
H (-0.268, -1.446, -1.878)
H (-0.568, 0.877, 1.773)
C (0.442, -2.419, -0.101)
H (-4.289, 0.346, -2.396)
O (-0.743, 0.388, 4.966)
H (-0.659, 1.361, -1.195)
H (-0.161, -3.281, -0.146)
H (-0.350, -1.656, 3.156)
O (-4.285, 0.190, 2.641)
C (-1.926, 2.430, 2.047)
C (3.001, 0.886, -2.050)
H (-3.352, 0.518, 2.667)
N (-1.894, 2.304, 3.414)
H (0.801, -3.871, -3.046)
H (-1.784, -0.750, 0.611)
H (0.836, -2.371, 0.950)
H (-2.390, 3.074, 3.966)
O (0.291, -0.149, -0.596)
H (-0.938, -0.691, -5.155)
O (-1.814, 4.343, -1.475)
H (2.747, 2.915, -1.708)
C (0.446, 1.409, -6.028)
H (-2.281, -0.525, -0.997)
H (2.899, -3.158, -2.021)
H (2.410, 1.703, -0.413)
H (4.700, -1.001, 1.169)
O (-3.610, 2.272, -2.611)
H (1.165, 2.215, -5.929)
H (0.967, 2.555, -1.906)
O (2.503, -2.640, -2.753)
O (-2.771, 3.218, 1.389)
H (-1.096, 1.827, 0.352)
H (-0.301, 1.941, -6.692)
H (-4.408, 0.344, 4.651)
H (1.060, -1.470, 4.960)
C (1.973, 0.305, 2.318)
H (-1.358, 1.641, 3.883)
H (-2.205, -2.189, -0.126)
C (-4.953, 0.650, 3.787)
H (0.721, 1.756, 2.639)
N (-1.292, 2.080, -1.407)
H (1.323, -2.618, -0.597)
H (-0.912, 0.642, 5.912)
H (-1.031, 1.792, -3.400)
H (0.728, 4.289, -2.033)
H (-4.167, 2.822, -3.157)
C (-0.992, 3.281, -1.616)
C (-1.307, -1.364, 3.534)
N (3.469, 1.181, -3.243)
H (1.475, -3.153, -4.548)
H (2.969, -1.332, 1.928)
C (-0.240, -1.226, -0.787)
H (-5.454, 1.557, -2.117)
O (3.048, -0.346, -1.365)
N (2.595, 1.923, -1.346)
N (-1.093, 1.625, 1.395)
H (2.281, -4.532, -3.679)
H (0.421, 0.498, 3.698)
O (2.561, 1.041, 1.325)
H (0.820, 1.420, -4.060)
C (-0.316, -0.399, -4.366)
H (-0.990, -0.458, -3.429)
H (-4.199, 1.095, -0.880)
N (0.315, 3.401, -1.740)
C (4.260, -3.027, 1.022)
H (3.599, -1.430, -0.181)
H (3.917, 0.397, -3.736)
H (1.270, -0.249, -0.638)
H (-2.334, 1.949, -1.586)
O (3.736, -4.037, 0.202)
H (-5.879, 0.131, 3.821)
C (-1.729, -1.264, -0.380)
C (1.691, -3.565, -3.508)
H (-0.164, -2.705, 5.300)
C (-0.041, 1.141, -4.668)
N (2.315, -0.902, 2.673)
H (3.270, 2.074, -3.713)
H (5.321, -2.470, 2.698)
C (0.137, -1.699, 5.443)
H (0.916, 0.572, -6.538)
H (0.333, -1.444, 6.530)
C (-4.404, 1.304, -1.926)
H (-5.141, 1.728, 3.630)
H (-1.924, -1.081, 5.540)
N (4.019, -1.717, 0.768)
N (4.940, -3.207, 2.137)
N (0.981, 0.859, 2.946)
H (-1.708, -0.640, 2.786)
H (5.527, -4.154, 2.104)
H (1.791, -1.454, 3.325)
O (-0.990, 1.904, -4.369)
H (0.621, -0.948, -4.369)

total charge	0
structure (SMILES)	NC(N)=O.NC(N)=O.NC(N)=O.NC(N)=O.NC(N)=O.CC(C)O.CC(C)O.CC(C)O.CO.CO.CO
HOMO level	-8.2	eV
frontier orbital gap	8.1282	eV

Density functional theory data (ωB97M-V/def2-TZVPD) for 2 unconnected molecules or ions with the total composition C3H12N2OS at a distorted geometry.

Atoms and positions in Å:
C (-0.144, -2.223, -1.782)
H (-2.121, 3.519, 5.647)
H (0.676, -0.300, 1.486)
O (-1.491, 3.653, 4.917)
H (0.414, -2.571, -2.635)
H (-0.243, -0.247, -2.627)
H (1.421, 1.685, -0.432)
H (2.503, 0.499, 0.370)
N (0.376, 0.403, 0.816)
H (0.122, -2.634, -0.814)
S (-1.909, -2.308, -2.227)
H (-2.036, -3.627, -2.508)
H (1.905, -0.100, -2.059)
H (-0.698, -0.575, -0.888)
H (-2.074, 3.999, 4.230)
C (1.516, 0.637, -0.092)
H (0.306, 1.194, 1.442)
C (0.059, -0.654, -1.642)
N (1.418, -0.350, -1.203)

total charge	0
structure (SMILES)	NCNCCS.O
HOMO level	-8.8	eV
frontier orbital gap	9.6165	eV

Density functional theory data (ωB97M-V/def2-TZVPD) for 2 unconnected molecules or ions with the total composition C3H7BrS3 at a distorted geometry.

Atoms and positions in Å:
H (-3.352, -0.007, 1.219)
S (-1.188, -1.422, -1.282)
S (-1.363, 1.469, -0.600)
H (2.705, 0.655, -0.441)
H (-1.001, -0.636, -2.366)
H (1.012, 0.720, -1.147)
Br (1.432, -1.782, 1.735)
H (0.684, 0.710, 1.478)
C (1.748, 0.084, -0.518)
C (-1.058, -0.212, -0.017)
C (1.153, -0.115, 0.895)
H (2.016, -0.902, -0.858)
H (-0.791, 2.023, 0.396)
S (-1.996, -0.585, 1.505)

total charge	0
HOMO level (spin up / spin down)	-7.8 / -7.8	eV
frontier orbital gap (spin up / spin down)	7.4644 / 7.5909	eV

no.,molecular weight (Da),DFT total energy (Eh)
1,549.506,-1861.30708
2,85.066,-317.38008
3,439.058,-1849.69764
4,403.941,-1129.35661
5,80.130,-233.18118
6,576.694,-2056.29398
7,124.209,-704.38972
8,219.194,-3886.94811